Record 1
A 3-piece molecular cluster, C17H29BrClO5P overall at a distorted geometry, computed with wB97M-V/def2-TZVPD.

```
! wB97M-V def2-TZVPD RIJCOSX def2/J DEFGRID3
* xyz 0 1
O -0.844 5.277 3.131
C -0.406 4.741 2.176
Br -1.002 2.873 1.777
C 0.629 5.334 1.171
P 0.083 6.905 0.280
Cl 1.650 8.283 0.686
C -1.404 7.668 1.115
C -2.709 6.827 1.013
C -2.875 5.597 0.273
C -4.139 4.840 0.247
C -5.267 5.358 0.996
C -5.145 6.627 1.722
C -3.888 7.352 1.734
H 1.608 5.510 1.706
H 0.857 4.572 0.379
H -1.605 8.638 0.571
H -1.194 7.973 2.180
H -2.019 5.158 -0.299
H -4.168 3.883 -0.329
H -6.235 4.812 0.994
H -6.004 7.065 2.281
H -3.776 8.313 2.293
C -1.110 -1.409 0.638
O -0.874 -0.394 -0.325
C 0.460 0.099 -0.281
C 1.288 -0.446 -1.431
O 1.531 -1.840 -1.276
C 0.722 -2.632 -2.132
H -2.096 -1.834 0.449
H -0.367 -2.208 0.569
H -1.100 -0.981 1.646
H 0.931 -0.127 0.681
H 0.399 1.188 -0.377
H 2.265 0.049 -1.427
H 0.807 -0.236 -2.392
H 1.036 -2.500 -3.172
H -0.337 -2.380 -2.030
H 0.859 -3.678 -1.856
C 1.330 -7.343 0.598
O 1.561 -6.332 -0.370
C 2.894 -5.832 -0.328
C 3.723 -6.379 -1.476
O 3.973 -7.772 -1.316
C 3.167 -8.569 -2.167
H 0.345 -7.773 0.410
H 2.077 -8.139 0.531
H 1.338 -6.911 1.603
H 3.367 -6.052 0.634
H 2.828 -4.743 -0.429
H 4.698 -5.880 -1.474
H 3.242 -6.175 -2.437
H 3.479 -8.442 -3.209
H 2.107 -8.322 -2.064
H 3.310 -9.613 -1.887
*
```

Computed properties:
LUMO energy in Eh: 0.007
Frontier orbital gap in eV: 9.31
SMILES string: O=C(Br)CP(Cl)Cc1ccccc1.COCCOC.COCCOC
E_HOMO in hartree: -0.3350

The computed Löwdin charges, all in e, follow: 0.042, -0.817, 0.681, -0.393, 0.622, 0.128, -0.398, -0.269, -0.091, -0.070, -0.083, -0.075, -0.041, 0.091, 0.061, 0.094, 0.094, 0.082, 0.105, 0.095, 0.098, 0.110, -0.107, -0.203, -0.229, -0.200, -0.195, -0.104, 0.090, 0.084, 0.085, 0.126, 0.084, 0.124, 0.126, 0.089, 0.086, 0.079, -0.111, -0.199, -0.200, -0.200, -0.191, -0.113, 0.088, 0.084, 0.088, 0.127, 0.118, 0.125, 0.125, 0.087, 0.083, 0.088

=====

Record 2
C17H29BrFeSi2 as an isolated structure at a distorted geometry, computed with wB97M-V/def2-TZVPD.

```
! wB97M-V def2-TZVPD RIJCOSX def2/J DEFGRID3
* xyz -2 5
C -1.919 -0.660 -1.896
C -2.241 -1.130 -0.578
C -2.436 0.017 0.265
H -2.397 -2.149 -0.239
C -2.181 1.200 -0.520
C -1.880 0.772 -1.867
H -1.707 1.432 -2.707
H -1.776 -1.297 -2.756
H -2.815 -0.016 1.284
H -2.291 2.212 -0.147
Fe -0.489 0.024 -0.528
Br 1.447 0.087 -1.704
C 1.737 0.700 -4.469
C 0.695 1.496 -5.028
C -0.283 0.620 -5.584
H 0.675 2.585 -5.036
C 0.144 -0.731 -5.350
C 1.387 -0.686 -4.668
H 1.968 -1.549 -4.347
H 2.640 1.096 -4.008
H -1.191 0.919 -6.107
H -0.377 -1.634 -5.668
C 1.748 1.753 3.286
Si 0.338 1.564 2.045
C -1.322 1.543 2.946
C 0.335 3.016 0.836
C 0.655 -0.031 1.111
Si 0.570 -1.729 1.894
C -1.051 -2.077 2.759
C 0.849 -3.094 0.637
C 1.954 -1.880 3.165
H 1.809 2.796 3.627
H 2.711 1.491 2.819
H 1.607 1.125 4.176
H -1.365 2.416 3.614
H -2.181 1.617 2.262
H -1.454 0.649 3.568
H 1.249 3.008 0.227
H -0.523 3.019 0.147
H 0.309 3.960 1.401
H 1.733 0.108 0.805
H -1.879 -2.261 2.065
H -0.917 -3.001 3.339
H -1.360 -1.299 3.462
H 1.647 -2.849 -0.075
H 1.155 -3.998 1.184
H -0.056 -3.341 0.068
H 2.894 -1.438 2.811
H 1.692 -1.430 4.131
H 2.141 -2.947 3.349
*
```

Computed properties:
LUMO energy (spin up / spin down) in Eh: 0.183 / 0.182
Frontier orbital gap (spin up / spin down) in eV: 4.09 / 4.33
Relative energy (zero: lowest compared OMol25 entry of this formula, charge and spin) in kcal per mole: 8.9
<S²>: 6.026
E_HOMO (spin up / spin down) in hartree: 0.0323 / 0.0230

The computed Löwdin charges, all in e, follow: -0.187, -0.204, -0.232, 0.087, -0.218, -0.188, 0.103, 0.101, 0.083, 0.083, 0.176, 0.416, -0.367, -0.242, -0.245, 0.041, -0.241, -0.304, 0.041, 0.022, 0.030, 0.038, -0.207, 0.385, -0.188, -0.192, -0.560, 0.362, -0.187, -0.197, -0.209, 0.005, 0.027, 0.012, 0.015, 0.007, 0.002, 0.030, 0.002, 0.011, -0.041, 0.014, 0.019, 0.001, 0.022, 0.010, 0.018, 0.026, 0.012, 0.005